Here is a cluster of 6 separate species, C31H36F15N3O10 in total from the OMol25 dataset. Energies are from ωB97M-V/def2-TZVPD.

```
! wB97M-V def2-TZVPD RIJCOSX def2/J DEFGRID3
* xyz 0 1
C -2.3165 3.2878 0.4701
C -1.0936 2.4626 0.2197
C -1.2862 1.2195 -0.6195
N 0.0665 2.7963 0.6790
C 1.0085 3.0426 -0.3082
C 2.3629 2.6054 -0.1179
N 3.3214 2.7684 -0.9718
C 2.9198 3.4102 -2.1212
C 3.8656 3.6245 -3.1457
C 3.5480 4.2827 -4.3030
C 2.2377 4.7700 -4.4941
C 1.2970 4.5454 -3.5167
C 1.6132 3.8712 -2.3202
N 0.6265 3.6883 -1.3824
H -2.9092 2.9087 1.3051
H -2.9330 3.1841 -0.4231
H -2.0493 4.3350 0.5603
H -2.3312 1.1178 -0.9058
H -0.7133 1.3433 -1.5381
H -1.0092 0.3270 -0.0660
H 2.5920 2.0859 0.8062
H 4.8709 3.2540 -2.9960
H 4.2962 4.4414 -5.0667
H 1.9383 5.3183 -5.3752
H 0.2895 4.9156 -3.6515
C -1.5893 -3.6321 4.9780
C -0.7887 -2.8106 3.9900
O -1.1415 -3.1349 2.6273
C -2.2571 -2.5905 2.1696
O -2.9935 -1.8626 2.7643
C -2.4635 -2.9999 0.7034
F -2.2738 -4.3142 0.5209
F -1.5980 -2.3538 -0.0951
F -3.6887 -2.7115 0.2796
H -1.4685 -4.6965 4.7681
H -1.2575 -3.4315 5.9919
H -2.6419 -3.4030 4.8991
H 0.2718 -3.0358 4.0808
H -0.9103 -1.7418 4.1624
C 0.0559 -5.4659 -1.7102
C 0.6117 -6.0138 -0.4147
O 1.2587 -7.2868 -0.6139
C 2.4847 -7.2446 -1.1136
O 3.0976 -6.2632 -1.4096
C 3.0464 -8.6715 -1.2261
F 2.1587 -9.5055 -1.7801
F 3.3537 -9.1484 -0.0116
F 4.1486 -8.6945 -1.9678
H -0.6144 -6.1902 -2.1748
H -0.4939 -4.5446 -1.5258
H 0.8499 -5.2551 -2.4259
H -0.1952 -6.1996 0.2906
H 1.3016 -5.3138 0.0558
C 8.8342 2.2427 -1.5363
C 9.8935 2.9958 -2.3117
O 9.8942 2.6196 -3.7035
C 8.9557 3.1749 -4.4546
O 8.1224 3.9491 -4.0902
C 9.1118 2.7070 -5.9108
F 9.2867 1.3830 -5.9842
F 10.1756 3.2932 -6.4774
F 8.0385 3.0194 -6.6303
H 8.9611 1.1672 -1.6643
H 8.8994 2.4821 -0.4756
H 7.8339 2.4961 -1.8849
H 10.8838 2.7438 -1.9388
H 9.7722 4.0743 -2.2174
C -4.8981 8.8112 -4.5946
C -4.9911 7.3150 -4.8001
O -4.6253 6.5967 -3.6053
C -5.5551 6.5199 -2.6653
O -6.6550 6.9820 -2.7133
C -5.0251 5.6941 -1.4834
F -3.7914 6.0679 -1.1231
F -4.9749 4.3888 -1.7959
F -5.8035 5.8139 -0.4123
H -3.9022 9.0865 -4.2458
H -5.1028 9.3348 -5.5276
H -5.6114 9.1514 -3.8448
H -4.2850 6.9952 -5.5631
H -5.9856 7.0132 -5.1266
C -7.1962 -6.3579 7.4823
C -5.8239 -6.9593 7.6929
O -4.7829 -5.9913 7.4512
C -4.5507 -5.1307 8.4313
O -5.1131 -5.0816 9.4830
C -3.3944 -4.1996 8.0352
F -3.5455 -3.7261 6.7886
F -2.2235 -4.8537 8.0812
F -3.3045 -3.1593 8.8553
H -7.2724 -5.9224 6.4854
H -7.9650 -7.1214 7.5936
H -7.3931 -5.5632 8.2007
H -5.6507 -7.7616 6.9791
H -5.7164 -7.3804 8.6918
*
```

Output
HOMO level   -7.9 eV
HOMO-LUMO gap   0.300 Ha

Results of the Löwdin charge analysis, in e, for atoms 1 through 6: atom 1 (C): -0.015, atom 2 (C): -0.345, atom 3 (C): -0.012, atom 4 (N): 0.135, atom 5 (C): -0.343, atom 6 (C): -0.071



Here is a structure of composition C31H36FN5O4SeSi2Ti from the OMol25 dataset. Energies are from ωB97M-V/def2-TZVPD.

```
! wB97M-V def2-TZVPD RIJCOSX def2/J DEFGRID3
* xyz -2 1
Ti -1.2636 0.5583 1.1765
N 1.0549 -0.1465 -1.6706
C 0.7939 0.4137 -2.8757
C 1.7230 0.5289 -3.8907
C 1.3868 1.1416 -5.1176
C 0.1361 1.6305 -5.3578
C -0.8479 1.5324 -4.3359
C -2.1791 1.9873 -4.4902
C -3.0643 1.8546 -3.4667
C -2.6258 1.2797 -2.2457
N -1.4033 0.8615 -2.0708
C -0.5239 0.9556 -3.0953
H 0.2662 -0.3787 -1.0781
H 1.8645 -0.7294 -1.5539
H 2.7233 0.1418 -3.7322
H 2.1470 1.2178 -5.8872
H -0.1203 2.0886 -6.3064
H -2.4771 2.4308 -5.4352
H -4.0922 2.1807 -3.5625
H -3.3021 1.1785 -1.3977
O -3.0563 0.9863 1.0223
C -4.0423 0.0599 0.7439
C -3.8031 -1.1393 0.1077
C -4.8818 -1.9850 -0.3130
C -4.6654 -3.1343 -1.0301
C -3.3924 -3.5752 -1.4118
C -2.3195 -2.7938 -0.9740
C -2.4766 -1.6585 -0.2137
O -1.3598 -1.0039 0.2499
N -5.8385 -3.9246 -1.4276
O -6.9570 -3.5526 -1.0912
O -5.6587 -4.9382 -2.0934
H -5.0608 0.3396 0.9875
H -5.8965 -1.6872 -0.0866
H -3.2613 -4.4673 -2.0020
H -1.3046 -3.0933 -1.2142
C 2.9531 0.6845 1.1896
Si 1.2451 0.8900 2.0248
C 1.5235 0.0851 3.7372
C 1.3236 2.7683 2.4606
C 2.2611 3.2618 3.3810
C 2.3336 4.6082 3.7094
C 1.4586 5.5071 3.1048
C 0.5307 5.0393 2.1837
C 0.4395 3.6795 1.8468
Si -0.8161 3.0349 0.5405
C -2.3510 4.1159 0.7797
C -0.0497 3.7213 -1.0596
H 3.7411 1.0872 1.8378
H 2.9827 1.2208 0.2345
H 3.1725 -0.3730 0.9883
H 2.5832 0.0401 4.0249
H 1.1135 -0.9287 3.7421
H 0.9755 0.6528 4.4941
H 2.9501 2.5690 3.8610
H 3.0635 4.9583 4.4337
H 1.5016 6.5635 3.3526
H -0.1439 5.7522 1.7141
H -2.1373 5.1870 0.6867
H -2.7980 3.9231 1.7585
H -3.1027 3.8465 0.0292
H 0.1610 4.7895 -0.9320
H -0.7161 3.5981 -1.9224
H 0.8906 3.2096 -1.2929
C 2.9275 -4.7722 -1.1044
N 3.2463 -4.6444 0.3035
C 4.3240 -5.2271 0.9486
C 4.2466 -4.8653 2.2427
N 3.1227 -4.0707 2.3773
C 2.6814 -3.4299 3.6061
C 2.4945 -3.9170 1.1773
Se 1.0039 -2.9217 0.8124
H 3.2959 -5.7310 -1.4665
H 3.3736 -3.9618 -1.6816
H 1.8470 -4.7139 -1.2168
H 5.0414 -5.8406 0.4331
H 4.8843 -5.1037 3.0753
H 2.8914 -4.0911 4.4461
H 1.6131 -3.2471 3.5279
H 3.1766 -2.4704 3.7460
F -1.4813 0.3560 3.0046
*
```

Output
Energy relative to the best compared isomer or geometry (same formula, charge and spin)   12.8 kcal/mol
HOMO level (alpha / beta)   0.6 / 0.6 eV
HOMO-LUMO gap (alpha / beta)   0.114 / 0.114 Ha

Results of the Löwdin charge analysis, in e, for atoms 1 through 6: atom 1 (Ti): 0.781, atom 2 (N): 0.162, atom 3 (C): -0.254, atom 4 (C): -0.052, atom 5 (C): -0.122, atom 6 (C): -0.085



Here is a cluster of 2 separate species, C31H36N2O5 in total from the OMol25 dataset. Energies are from ωB97M-V/def2-TZVPD.

```
! wB97M-V def2-TZVPD RIJCOSX def2/J DEFGRID3
* xyz 0 1
C 4.7027 4.4552 -1.4983
O 3.5839 4.7376 -0.6195
C 2.6054 3.7949 -0.5465
C 1.6598 3.9350 0.5047
C 0.8098 2.8914 0.8010
C 0.7867 1.7026 0.0150
C -0.0804 0.6106 0.3599
C -0.1760 -0.5979 -0.3107
C -1.4653 -1.3502 -0.4891
N -2.7023 -0.5089 -0.5298
C -3.2986 -0.2524 -1.7184
C -4.4513 0.5077 -1.7853
C -4.9861 1.0615 -0.6042
N -6.0858 1.9016 -0.6323
C -6.1738 2.9448 0.3881
C -7.5642 3.5816 0.4223
O -8.0887 3.8773 -0.8733
C -8.1163 2.7552 -1.7565
C -6.7330 2.1258 -1.9168
C -4.3747 0.7107 0.6174
C -3.2302 -0.0512 0.6234
C 1.0989 -1.3123 -0.6645
C 1.0226 -2.5788 -1.4843
O 2.1969 -0.8859 -0.2651
C 1.6309 1.6614 -1.1254
C 2.5803 2.6390 -1.3696
H 5.4087 5.2586 -1.2824
H 5.1609 3.4743 -1.2763
H 4.3903 4.4816 -2.5567
H 1.6821 4.8577 1.0820
H 0.1321 2.9719 1.6546
H -0.7952 0.8247 1.1662
H -1.4756 -1.9091 -1.4290
H -1.5816 -2.0751 0.3337
H -2.8310 -0.6817 -2.6012
H -4.8976 0.6576 -2.7637
H -5.9723 2.5091 1.3722
H -5.4196 3.7468 0.2317
H -8.2409 2.9088 0.9837
H -7.5249 4.5667 0.9102
H -8.8400 1.9849 -1.4219
H -8.4410 3.1764 -2.7196
H -6.1296 2.7957 -2.5632
H -6.8563 1.1617 -2.4251
H -4.8037 1.0007 1.5736
H -2.6950 -0.3166 1.5382
H 0.1660 -2.6076 -2.1677
H 1.9466 -2.6650 -2.0681
H 1.0004 -3.4364 -0.7985
H 1.5991 0.8273 -1.8202
H 3.3272 2.5073 -2.1581
C 0.8223 -6.0937 0.3620
C 2.2620 -5.6705 0.4221
O 2.3123 -4.2622 0.7129
C 3.6143 -3.8557 0.8536
C 3.7071 -2.5228 1.3890
C 4.9223 -1.9546 1.7770
C 6.1696 -2.6403 1.6158
C 7.3305 -2.1456 2.1730
C 7.3178 -0.9197 2.8635
C 6.1307 -0.1606 2.9368
C 4.9656 -0.6461 2.3664
O 4.5152 -4.6473 0.5456
H 0.7588 -7.1076 -0.0340
H 0.3809 -6.1116 1.3614
H 0.2175 -5.4318 -0.2613
H 2.7753 -6.1955 1.2365
H 2.7809 -5.8650 -0.5262
H 2.7926 -1.9839 1.5420
H 6.1438 -3.5885 1.0748
H 8.2418 -2.7369 2.0900
H 8.2232 -0.5637 3.3434
H 6.1214 0.7958 3.4623
H 4.0335 -0.0692 2.3571
*
```

Output
Energy relative to the best compared isomer or geometry (same formula, charge and spin)   81.7 kcal/mol
HOMO level   -3.9 eV
HOMO-LUMO gap   0.080 Ha

Results of the Löwdin charge analysis, in e, for atoms 1 through 6: atom 1 (C): -0.058, atom 2 (O): -0.085, atom 3 (C): -0.255, atom 4 (C): -0.006, atom 5 (C): -0.028, atom 6 (C): -0.213



Here is a structure of composition C31H36O2PRuS2Sb2 from the OMol25 dataset. Energies are from ωB97M-V/def2-TZVPD.

```
! wB97M-V def2-TZVPD RIJCOSX def2/J DEFGRID3
* xyz 2 2
Ru -1.2064 0.0663 -0.2510
C -0.5909 -3.0914 0.8530
C 0.6955 -3.2718 0.0710
C 0.9650 -2.3567 -1.1189
Sb 1.3792 -0.3848 -0.4634
C 3.0860 -0.6796 0.6995
C 3.5564 0.2572 1.6184
C 4.7472 0.0324 2.2956
C 5.4703 -1.1276 2.0616
C 5.0151 -2.0589 1.1392
C 3.8272 -1.8381 0.4553
C 2.0593 0.6219 -2.1625
C 2.7358 1.8310 -2.0224
C 3.1369 2.5354 -3.1485
C 2.8625 2.0350 -4.4141
C 2.1866 0.8312 -4.5565
C 1.7814 0.1234 -3.4326
Sb -1.1528 -1.3139 2.0943
C -0.7237 0.7995 2.0143
C 0.4740 1.1765 2.6407
C 0.9015 2.4864 2.5215
C 0.2340 3.4021 1.7080
C -0.9434 3.0354 1.0896
C -1.4640 1.7482 1.2874
C -0.1164 -1.7978 3.8268
C -0.6614 -1.4346 5.0597
C 0.0330 -1.7299 6.2231
C 1.2628 -2.3721 6.1546
C 1.8041 -2.7280 4.9267
C 1.1119 -2.4537 3.7543
H -0.6492 -3.7468 1.7230
H -1.4823 -3.1836 0.2392
H 0.6030 -4.3025 -0.2988
H 1.5479 -3.2960 0.7497
H 0.0869 -2.2786 -1.7616
H 1.7797 -2.7454 -1.7288
H 3.0164 1.1755 1.7992
H 5.1155 0.7674 2.9996
H 6.4002 -1.3006 2.5873
H 5.5912 -2.9536 0.9424
H 3.5107 -2.5704 -0.2759
H 2.9743 2.2334 -1.0433
H 3.6713 3.4701 -3.0410
H 3.1829 2.5838 -5.2898
H 1.9830 0.4386 -5.5442
H 1.2553 -0.8152 -3.5656
H 1.0560 0.4750 3.2228
H 1.7966 2.8002 3.0454
H 0.6245 4.4046 1.5959
H -1.5023 3.7460 0.4950
H -2.5000 1.5784 1.0164
H -1.6163 -0.9274 5.1325
H -0.3870 -1.4619 7.1835
H 1.8002 -2.6003 7.0657
H 2.7646 -3.2241 4.8793
H 1.5613 -2.7340 2.8097
C -6.5828 2.0926 -1.5158
C -5.1521 2.5500 -1.4658
O -4.2800 1.4621 -0.9672
P -3.4630 0.5268 -1.9184
S -3.0392 -1.1589 -0.9083
S -1.5986 1.1063 -2.2963
O -4.3756 0.3754 -3.1758
C -3.8313 -0.1615 -4.4434
C -3.5970 0.9663 -5.4066
H -7.1979 2.9007 -1.9142
H -6.9490 1.8486 -0.5197
H -6.7043 1.2266 -2.1640
H -4.9996 3.3487 -0.7451
H -4.7799 2.8786 -2.4352
H -4.5863 -0.8644 -4.7824
H -2.9189 -0.7125 -4.2122
H -4.5208 1.5013 -5.6226
H -3.2148 0.5636 -6.3457
H -2.8601 1.6738 -5.0237
*
```

Output
Energy relative to the best compared isomer or geometry (same formula, charge and spin)   37.3 kcal/mol
HOMO level (alpha / beta)   -13.8 / -13.6 eV
HOMO-LUMO gap (alpha / beta)   0.238 / 0.196 Ha

Results of the Löwdin charge analysis, in e, for atoms 1 through 6: atom 1 (Ru): 0.198, atom 2 (C): -0.304, atom 3 (C): -0.341, atom 4 (C): -0.358, atom 5 (Sb): 1.524, atom 6 (C): -0.364



Here is a structure of composition C31H37AsIrPS4 from the OMol25 dataset. Energies are from ωB97M-V/def2-TZVPD.

```
! wB97M-V def2-TZVPD RIJCOSX def2/J DEFGRID3
* xyz 3 2
Ir -0.1191 0.2858 -0.1433
C 2.7178 0.0397 1.6656
C 1.8068 0.1668 2.8630
S 0.0527 -0.2119 2.4882
C -0.8215 1.2147 3.2013
C -0.4351 2.5762 2.6701
S -0.5372 2.6827 0.8516
C 1.0414 3.4946 0.4484
C 2.2816 2.7062 0.8007
S 2.2553 0.9787 0.1794
H 2.7564 -0.9918 1.3142
H 3.7297 0.3490 1.9338
H 1.8531 1.1435 3.3404
H 2.1240 -0.5735 3.5988
H -0.6764 1.1806 4.2823
H -1.8695 0.9952 2.9946
H 0.5650 2.8797 2.9729
H -1.1418 3.3124 3.0535
H 1.0511 4.4594 0.9579
H 0.9905 3.6768 -0.6231
H 2.4627 2.6688 1.8730
H 3.1442 3.1785 0.3303
C -5.3526 2.9411 -3.9361
C -5.5169 2.7170 -2.5762
C -4.5338 2.0506 -1.8622
C -3.3923 1.5935 -2.5182
C -3.2191 1.8252 -3.8845
C -4.2127 2.4821 -4.5880
P -2.1491 0.6306 -1.6064
C -0.6300 1.0688 -2.5351
C 0.1074 0.2127 -3.3611
C 1.1601 0.7202 -4.1068
C 1.4732 2.0715 -4.0622
C 0.7319 2.9380 -3.2601
C -0.3076 2.4432 -2.5012
C -2.5221 -1.1019 -1.9551
C -3.5058 -1.4692 -2.8543
C -3.8694 -2.8139 -2.9930
C -3.2768 -3.7707 -2.2069
C -2.2739 -3.4257 -1.2756
C -1.6963 -4.3953 -0.4235
C -0.7246 -4.0392 0.4747
C -0.2720 -2.7141 0.5335
C -0.8344 -1.7086 -0.2509
C -1.8667 -2.0668 -1.1611
H -6.1061 3.4835 -4.4904
H -6.4050 3.0712 -2.0714
H -4.6523 1.8840 -0.7986
H -2.3335 1.4721 -4.3980
H -4.0946 2.6367 -5.6519
H -0.1659 -0.8320 -3.4304
H 1.7348 0.0669 -4.7505
H 2.2931 2.4545 -4.6549
H 0.9530 3.9975 -3.2552
H -0.9256 3.1073 -1.9048
H -4.0039 -0.7206 -3.4551
H -4.6437 -3.0902 -3.6954
H -3.5840 -4.8066 -2.2788
H -2.0370 -5.4214 -0.4831
H -0.3049 -4.7747 1.1474
H 0.5220 -2.4898 1.2331
C 4.0215 -3.0422 -4.0729
As 2.2541 -3.5346 -3.4541
C 2.2510 -5.4079 -2.9878
C 0.9961 -3.2735 -4.9050
S 1.7781 -2.3379 -1.7270
H 4.1645 -3.4553 -5.0710
H 4.7653 -3.4563 -3.3945
H 4.1182 -1.9587 -4.1013
H 2.6774 -5.9646 -3.8225
H 1.2391 -5.7565 -2.7911
H 2.8639 -5.5619 -2.1014
H 1.2048 -4.0240 -5.6680
H 1.1174 -2.2838 -5.3402
H -0.0228 -3.4032 -4.5423
*
```

Output
Energy relative to the best compared isomer or geometry (same formula, charge and spin)   106.9 kcal/mol
HOMO level (alpha / beta)   -15.7 / -15.5 eV
HOMO-LUMO gap (alpha / beta)   0.216 / 0.168 Ha

Results of the Löwdin charge analysis, in e, for atoms 1 through 6: atom 1 (Ir): 0.691, atom 2 (C): -0.475, atom 3 (C): -0.428, atom 4 (S): 0.971, atom 5 (C): -0.456, atom 6 (C): -0.446



Here is a cluster of 6 separate species, C31H37BN8O3 in total from the OMol25 dataset. Energies are from ωB97M-V/def2-TZVPD.

```
! wB97M-V def2-TZVPD RIJCOSX def2/J DEFGRID3
* xyz 0 1
C -3.7031 -1.4307 -4.2987
C -2.5416 -1.5994 -3.1986
B -1.3641 -2.6639 -3.6335
O -1.4380 -3.5557 -4.7550
C -0.0089 -2.6174 -2.6955
C 0.2022 -3.6241 -1.5172
N 1.3094 -3.6856 -0.6128
C 2.2203 -2.6228 -0.9586
C 3.5390 -2.4765 -0.0247
C 4.6081 -1.3572 -0.2701
C 4.4530 -0.3414 -1.4752
C 3.1954 -0.4920 -2.3758
C 2.9614 0.5012 -3.6406
O 3.9617 1.5539 -3.7275
N 3.2511 2.7382 -3.6479
O 3.8553 3.4119 -2.8586
C 2.0868 -1.6082 -2.1203
N 0.9569 -1.6090 -3.0175
H -4.4394 -0.6367 -3.8785
H -4.3184 -2.3827 -4.4659
H -3.2970 -0.9890 -5.2893
H -2.0102 -0.5790 -3.0661
H -2.9218 -1.9124 -2.1622
H -2.3580 -3.8507 -4.9397
H -0.6408 -4.3988 -1.3453
H 3.7190 -3.1903 0.8669
H 5.5236 -1.2381 0.4013
H 5.1891 0.4905 -1.7293
H 2.8918 -0.1496 -4.5994
H 1.8944 0.9381 -3.5080
C 5.9825 5.1725 -6.9882
C 6.7964 5.9370 -6.1168
C 6.4369 5.6121 -4.8310
N 5.4330 4.6835 -4.8944
C 5.1533 4.4056 -6.2056
H 6.0015 5.1810 -8.0683
H 7.5613 6.6460 -6.3985
H 6.8073 5.9620 -3.8789
H 4.9712 4.2674 -4.0985
H 4.3892 3.6891 -6.4683
C 0.8427 0.1491 3.6960
C 0.0863 0.8902 2.7564
C 0.3958 0.4056 1.5081
N 1.3151 -0.5978 1.6591
C 1.5889 -0.7637 2.9907
H 0.8413 0.2689 4.7697
H -0.6090 1.6898 2.9693
H 0.0424 0.6886 0.5275
H 1.7249 -1.1327 0.9064
H 2.2911 -1.5145 3.3209
C -4.3100 4.6978 3.3722
C -3.8378 5.3151 2.1877
C -3.1315 4.3682 1.4860
N -3.1564 3.2036 2.2059
C -3.8770 3.3944 3.3542
H -4.9021 5.1557 4.1512
H -3.9974 6.3387 1.8816
H -2.6139 4.4229 0.5401
H -2.7142 2.3400 1.9330
H -4.0179 2.5881 4.0579
C -2.6536 -5.5309 3.1494
C -2.1082 -6.3099 2.0992
C -1.3907 -5.4620 1.2908
N -1.4870 -4.1990 1.8121
C -2.2505 -4.2330 2.9481
H -3.2715 -5.8809 3.9634
H -2.2267 -7.3735 1.9513
H -0.8226 -5.6473 0.3920
H -1.0610 -3.3732 1.4207
H -2.4419 -3.3328 3.5130
C -4.5356 -0.6732 7.2641
C -3.9953 -1.4489 6.2086
C -3.2791 -0.5993 5.4013
N -3.3709 0.6617 5.9280
C -4.1309 0.6246 7.0668
H -5.1514 -1.0254 8.0787
H -4.1165 -2.5117 6.0567
H -2.7142 -0.7821 4.4990
H -2.9449 1.4877 5.5387
H -4.3186 1.5227 7.6359
*
```

Output
HOMO level   -8.2 eV
HOMO-LUMO gap   0.241 Ha

Results of the Löwdin charge analysis, in e, for atoms 1 through 6: atom 1 (C): -0.143, atom 2 (C): -0.174, atom 3 (B): -0.341, atom 4 (O): 0.091, atom 5 (C): -0.078, atom 6 (C): -0.034